No. 1
DFT (ωB97M-V with the def2-TZVPD basis set) results for an isolated molecule of C5H5N in a non-equilibrium geometry.

Values from the calculation:
Largest force on an atom = 1.13 eV/A
Structure (SMILES) = C#C[C@H](C)C#N
Frontier orbital gap = 11.5 eV

Structure (ORCA input):
```
! RIJCOSX wB97M-V def2-TZVPD def2/J DEFGRID3
* xyz 0 1
C -0.13962 1.35933 -0.18000
C 0.44022 0.02008 0.31320
C -0.59292 -1.02625 0.36833
C -1.46670 -1.85123 0.41007
C 1.56067 -0.40394 -0.54975
N 2.43953 -0.71054 -1.23532
H -0.97826 1.64673 0.45921
H 0.62509 2.14040 -0.14681
H -0.50141 1.25962 -1.20627
H 0.84975 0.15723 1.32222
H -2.23636 -2.59143 0.44511
*
```

=====

No. 2
DFT (ωB97M-V with the def2-TZVPD basis set) results for an isolated molecule of C5H5N in a non-equilibrium geometry.

Values from the calculation:
Largest force on an atom = 7.59 eV/A
Frontier orbital gap (alpha / beta) = 6.0 / 7.1 eV

Structure (ORCA input):
```
! RIJCOSX wB97M-V def2-TZVPD def2/J DEFGRID3
* xyz 0 1
C 3.14878 1.17182 0.24869
C 2.21530 0.41946 0.23616
C -0.91969 0.52694 -0.13828
C 1.18716 -0.69985 -0.03988
C 0.08078 -0.12379 0.55858
N -1.84172 1.28132 0.31001
H -0.98929 0.42069 -1.25013
H 0.93990 -0.82382 -1.17484
H 1.57340 -1.50594 0.44130
H 0.19538 -0.01910 1.68131
H -2.46373 1.80720 -0.34905
*
```

=====

Values for relative energy (zero: lowest compared OMol25 entry of this formula, charge and spin), kcal per mole, ordered as above
49.1, 182.3